[1]
The following is a DFT calculation (ωB97M-V with the def2-TZVPD basis set) of C34H47LuN6O5S3 as an isolated structure at a distorted geometry.

Values from the calculation:
* LUMO (alpha / beta): -1.6 / -1.6 eV
* Kohn-Sham gap (alpha / beta): 0.1222 / 0.1335 Eh
* E_HOMO (alpha / beta): -0.17978 / -0.19121 Ha
* charge: 0
* F_max: 2.8 eV Å⁻¹

```
96
Properties=species:S:1:pos:R:3:forces:R:3
Lu 0.8426 1.2706 0.1732 -0.18 -0.82 -0.37
C 2.8123 -4.2501 -4.4944 -0.39 -1.02 0.58
C 2.5516 -3.3765 -3.3263 0.55 2.07 0.80
C 1.6778 -3.7705 -2.3318 -1.07 -0.79 0.32
C 1.1870 -2.9042 -1.3154 0.44 -0.69 -0.59
C 0.0885 -3.4947 -0.6234 0.01 0.43 0.36
N -0.1585 -3.5188 0.7116 -1.24 -0.03 1.36
C 0.7333 -3.2564 1.8736 -1.53 0.33 -1.47
C 0.0880 -3.8873 3.1067 0.30 -0.91 1.26
C 0.8114 -3.6552 4.4751 -0.20 -0.32 0.05
N 0.7446 -2.2595 4.9652 1.16 1.29 -1.10
C 1.3482 -1.2758 4.2937 -1.51 -0.32 1.69
C 1.1620 0.1149 4.5621 0.23 1.02 0.38
C 1.1402 0.7026 5.8460 -0.29 0.20 -0.37
C 1.1210 2.0994 6.0415 -1.44 0.44 0.01
C 0.8543 2.7462 7.4326 1.99 -1.58 -1.26
C 1.2054 2.9025 4.8974 1.44 -0.35 -1.34
C 1.4704 2.3260 3.5973 -1.68 1.23 0.83
C 1.9491 3.1710 2.5167 -0.70 0.29 0.57
N 2.2661 2.7171 1.3548 1.88 0.17 -0.11
C 3.3663 3.4750 0.6542 -1.62 0.66 0.38
C 3.0638 3.6393 -0.8405 1.80 0.72 -0.26
C 3.4135 2.4717 -1.7697 -0.73 0.38 -0.78
N 2.6669 1.2110 -1.4898 0.85 0.31 -0.40
C 3.0937 0.2246 -2.2365 0.18 0.01 0.21
C 2.7036 -1.1614 -2.1801 -1.63 -0.12 0.87
C 3.1154 -2.0890 -3.1758 -0.47 -0.60 0.05
C 1.6562 -1.5321 -1.2444 0.37 -1.00 -0.67
O 1.0770 -0.6925 -0.4549 0.23 -0.59 -0.03
C 1.1497 0.9578 3.3754 0.65 -0.72 -0.09
O 0.9361 0.4194 2.2373 0.61 0.34 0.76
H 1.9581 -4.9750 -4.5252 0.92 0.42 -0.36
H 3.7528 -4.7901 -4.3414 -0.12 -0.09 -0.39
H 2.8412 -3.6586 -5.3928 0.11 0.00 -0.51
H 1.2307 -4.8307 -2.3423 0.73 1.71 -0.11
H -0.6562 -4.0197 -1.2262 0.23 0.04 0.26
H -1.1629 -3.4714 0.9490 0.78 0.08 -0.14
H 0.7887 -2.1656 1.9819 0.35 -0.11 0.07
H 1.6793 -3.7016 1.5912 0.49 0.07 0.33
H 0.0669 -5.0034 3.0516 0.00 0.76 -0.37
H -0.9529 -3.5700 3.2365 0.12 0.15 -0.29
H 1.8587 -3.9521 4.4020 0.07 0.16 -0.04
H 0.3821 -4.2987 5.2681 0.04 0.41 -0.55
H 0.1445 -1.9989 5.7637 0.26 -0.26 -0.93
H 2.0505 -1.4722 3.4996 -0.33 -0.66 -0.37
H 1.1467 0.0300 6.7007 0.04 0.17 0.10
H -0.0883 2.4893 7.8518 -0.82 -0.21 0.20
H 1.0021 3.8055 7.4288 -0.06 0.62 -0.20
H 1.6549 2.3173 8.0406 -0.23 0.18 0.53
H 1.2572 4.0206 4.9652 -0.12 -1.16 0.10
H 2.0227 4.2668 2.7957 0.68 -1.06 -0.35
H 4.3595 3.0339 0.8539 -0.58 -0.17 -0.07
H 3.3331 4.4569 1.1660 0.47 -0.07 -0.55
H 3.7437 4.4747 -1.2104 -0.97 -0.74 0.42
H 2.0447 3.9822 -0.9477 -0.42 0.08 -0.17
H 4.4979 2.3217 -1.7107 -0.11 -0.23 0.06
H 3.2017 2.8127 -2.8313 0.15 -0.38 1.07
H 3.8666 0.4624 -3.0039 -0.37 -0.15 0.43
H 3.8801 -1.7449 -3.8463 0.20 0.06 -0.50
C -1.1653 4.2566 -2.1695 -0.57 -0.77 0.39
C -1.6103 2.9568 -1.4678 -0.91 -0.18 0.01
C -3.0171 2.5094 -1.9678 2.20 0.30 -1.54
O -0.6806 1.8589 -1.6385 0.96 -0.21 -0.65
C -1.6169 3.2100 0.0542 0.07 -0.40 0.29
O -2.4531 3.9678 0.5096 0.70 -0.35 0.10
O -0.6650 2.5629 0.7089 -1.39 1.65 -0.02
H -1.1435 4.1077 -3.2427 -0.22 0.18 -0.24
H -0.1970 4.5539 -1.8515 1.19 0.07 0.32
H -1.8089 5.0725 -1.8364 -0.31 -0.20 -0.38
H -2.9731 2.5124 -3.0862 -0.18 0.04 0.74
H -3.7671 3.1671 -1.6333 -0.85 0.87 0.44
H -3.2237 1.5160 -1.6651 -0.23 -1.05 0.55
H -0.6085 1.5294 -2.5618 -0.34 0.54 0.35
C -4.4557 0.0105 2.6736 0.61 0.33 -0.37
C -3.8202 -0.5074 1.3980 -1.28 -1.25 -1.36
S -2.1615 -0.7099 1.2775 0.51 0.05 0.10
C -4.7562 -0.9637 0.3410 0.58 0.67 1.96
C -6.1996 -1.1044 0.8170 -0.52 -0.10 -0.16
S -4.3895 -1.4893 -1.1980 0.33 0.10 -0.07
H -3.6955 0.4338 3.3516 -0.42 0.01 -0.45
H -5.0434 -0.7106 3.2271 0.01 -0.57 0.09
H -5.1874 0.7315 2.3328 -0.07 0.70 0.42
H -6.2168 -1.7840 1.6858 -0.07 0.13 -0.20
H -6.7911 -1.5782 0.0118 0.21 0.41 0.46
H -6.7052 -0.1668 1.1651 0.51 -0.59 -0.47
C -1.4598 -1.7405 -7.5308 0.62 -0.62 0.70
N -1.3443 -0.3659 -7.0632 0.85 1.10 -0.18
C -1.3495 0.0234 -5.7459 -0.32 -1.46 -0.30
N -1.9467 -0.8354 -4.8679 0.83 0.55 0.53
S -0.6310 1.4756 -5.3349 -0.06 0.02 0.48
H -1.4326 -1.8020 -8.6206 -0.21 0.28 0.20
H -2.3635 -2.2402 -7.1550 0.06 0.39 -0.31
H -0.6056 -2.3472 -7.1584 -0.32 0.22 -0.17
H -0.6727 0.2562 -7.5590 -1.02 -0.87 0.25
H -2.1943 -1.7819 -5.1174 0.04 0.23 -0.20
H -1.6893 -0.7307 -3.8817 -0.48 0.15 -0.60
```
Positions in Å, forces in eV/Å.

Löwdin atomic charges, in units of e: 1.707, -0.066, -0.314, -0.028, -0.145, -0.106, -0.020, -0.180, -0.154, -0.147, 0.095, 0.033, -0.111, 0.024, -0.241, -0.033, 0.045, -0.108, -0.100, -0.088, -0.184, -0.196, -0.236, -0.066, -0.097, -0.135, -0.012, -0.275, -0.239, -0.305, -0.164, 0.088, 0.081, 0.068, 0.138, 0.119, 0.106, 0.079, 0.128, 0.128, 0.113, 0.121, 0.127, 0.176, 0.151, 0.119, 0.065, 0.063, 0.077, 0.135, 0.149, 0.127, 0.106, 0.134, 0.090, 0.111, 0.135, 0.135, 0.100, 0.002, -0.468, 0.018, -0.151, -0.550, 0.080, -0.235, 0.074, 0.056, 0.099, 0.090, 0.073, 0.053, 0.052, -0.166, -0.849, 0.563, -0.892, -0.186, 0.492, 0.061, 0.059, 0.061, 0.068, 0.047, 0.078, -0.094, -0.092, -0.927, 0.118, 0.588, 0.083, 0.080, 0.090, 0.110, 0.089, 0.104

---

[2]
The following is a DFT calculation (ωB97M-V with the def2-TZVPD basis set) of an isolated ion of composition C5H7N2O3 and charge -1 at a distorted geometry.

Values from the calculation:
* LUMO (alpha / beta): 3.5 / 3.5 eV
* Kohn-Sham gap (alpha / beta): 0.2797 / 0.2797 Eh
* E_HOMO (alpha / beta): -0.14934 / -0.14931 Ha
* charge: -1
* F_max: 5.4 eV Å⁻¹

```
17
Properties=species:S:1:pos:R:3:forces:R:3
C -0.1395 -0.3162 -1.5424 -0.24 1.54 0.46
C 1.1427 1.9050 0.5720 1.79 1.09 0.99
C -0.4396 -0.6855 -0.0555 3.11 4.45 -0.01
C -1.7593 -0.7339 0.5094 -2.94 -0.07 -2.27
C 0.7500 -1.2610 0.6503 0.86 1.39 0.41
N 0.1972 0.9654 -1.3380 0.28 0.72 -1.08
N -0.0288 1.3006 -0.0057 -1.01 -2.66 0.95
O 1.8734 2.5405 -0.2568 -0.92 -0.71 0.37
O -0.2318 -0.9339 -2.5892 -0.13 -0.70 0.09
O 1.3280 1.8418 1.8282 -0.88 -0.54 -1.66
H -1.6996 -1.0166 1.5795 -0.71 0.20 -0.78
H -2.3132 -1.4363 -0.2367 0.42 0.24 1.85
H -2.3369 0.2457 0.2287 1.22 -1.52 1.18
H 1.0111 -2.1700 0.1173 0.82 0.00 -0.25
H 0.4575 -1.6026 1.6397 0.07 0.25 0.31
H 1.5828 -0.3894 0.7747 -1.65 -2.59 -0.41
H 0.6060 1.7464 -1.8758 -0.09 -1.09 -0.13
```
Positions in Å, forces in eV/Å.

Löwdin atomic charges, in units of e: -0.474, -0.786, -0.261, -0.075, -0.042, 0.036, 0.042, -0.101, 0.004, -0.099, 0.088, 0.115, 0.119, 0.074, 0.064, 0.143, 0.153

---

Energy above the lowest of the compared OMol25 structures with the same formula, charge and spin, record by record: 2.323, 3.096 eV